(1)
{"formula": "C17H13N4O4OsS", "method": "ωB97M-V with the def2-TZVPD basis set", "orbital_gap_ev": [6.4, 6.4], "e_homo_ev": [-12.3, -12.3], "total_charge": 1, "molar_mass_g_mol": 559.612, "largest_force_ev_per_a": 1.6, "species": ["Os", "C", "C", "C", "C", "C", "C", "N", "C", "C", "C", "C", "C", "C", "N", "N", "C", "C", "C", "C", "C", "N", "H", "H", "H", "H", "H", "H", "H", "H", "H", "H", "H", "H", "H", "O", "S", "O", "O", "O"], "coordinates": [[0.400, -0.130, 0.959], [0.500, 4.685, -1.225], [1.511, 3.739, -1.320], [1.221, 2.400, -1.125], [-0.088, 2.019, -0.843], [-1.109, 2.964, -0.735], [-0.803, 4.298, -0.929], [-0.324, 0.643, -0.568], [-1.474, 0.022, -1.144], [-2.225, 0.498, -2.206], [-3.310, -0.264, -2.631], [-3.628, -1.482, -2.048], [-2.842, -2.004, -1.027], [-1.790, -1.230, -0.594], [-0.746, -1.634, 0.292], [-0.433, -2.843, 0.356], [0.857, -2.979, 0.908], [1.362, -4.215, 1.246], [2.667, -4.263, 1.725], [3.406, -3.097, 1.837], [2.832, -1.890, 1.471], [1.582, -1.846, 1.003], [0.725, 5.732, -1.377], [2.524, 4.040, -1.550], [1.994, 1.649, -1.219], [-2.108, 2.670, -0.444], [-1.580, 5.044, -0.830], [-1.976, 1.424, -2.701], [-3.916, 0.108, -3.446], [-4.485, -2.037, -2.405], [-3.039, -2.971, -0.585], [0.749, -5.096, 1.133], [3.100, -5.214, 2.006], [4.421, -3.105, 2.206], [3.341, -0.940, 1.563], [-0.583, 1.416, 1.998], [0.553, 1.150, 3.004], [0.616, 1.902, 4.187], [1.710, 1.199, 1.989], [0.386, -0.365, 3.070]], "forces_ev_per_a": [[0.670, -0.362, 1.407], [0.055, -0.001, -0.020], [-0.063, 0.042, -0.022], [-0.014, 0.019, -0.021], [0.071, -0.005, 0.118], [0.063, 0.075, 0.049], [-0.004, -0.020, 0.007], [-0.263, 0.086, -0.732], [-0.151, -0.317, -0.012], [0.013, -0.101, 0.166], [-0.024, 0.088, -0.092], [-0.054, -0.090, 0.047], [-0.021, 0.120, -0.100], [0.299, 0.078, -0.007], [-0.445, 0.271, -0.159], [0.241, 0.205, 0.008], [-0.237, -0.250, 0.009], [0.094, 0.126, 0.000], [-0.012, -0.042, -0.011], [0.028, 0.046, 0.005], [-0.051, -0.099, -0.053], [-0.106, 0.362, -0.090], [0.007, -0.002, 0.006], [-0.004, 0.021, 0.001], [-0.026, -0.048, 0.041], [-0.001, -0.059, -0.025], [-0.004, -0.003, 0.002], [0.026, 0.030, 0.026], [-0.003, -0.018, -0.001], [0.009, -0.011, 0.008], [0.000, -0.003, 0.010], [-0.019, 0.005, 0.008], [0.016, 0.012, 0.010], [-0.003, -0.029, 0.005], [0.015, -0.006, -0.002], [-0.246, 0.087, 0.131], [0.265, 0.160, -1.245], [0.002, -0.059, 0.026], [-0.100, 0.176, 0.400], [-0.023, -0.483, 0.100]], "nbo_charge": [1.284, -0.162, -0.186, -0.209, 0.158, -0.223, -0.194, -0.382, 0.183, -0.213, -0.158, -0.181, -0.159, 0.048, -0.099, -0.108, 0.289, -0.186, -0.110, -0.216, 0.105, -0.450, 0.233, 0.233, 0.228, 0.236, 0.235, 0.250, 0.240, 0.242, 0.251, 0.261, 0.250, 0.256, 0.250, -0.865, 2.500, -0.832, -0.909, -0.892]}


(2)
{"formula": "C17H14BrClMnO2", "method": "ωB97M-V with the def2-TZVPD basis set", "orbital_gap_ev": [3.6, 3.6], "e_above_lowest_kcal_mol": 0.0, "e_homo_ev": [0.0, 0.0], "total_charge": -2, "s2": 8.761, "spin_multiplicity": 6, "molar_mass_g_mol": 420.592, "largest_force_ev_per_a": 5.5, "species": ["C", "C", "C", "H", "C", "C", "H", "H", "H", "H", "Mn", "Br", "C", "C", "C", "H", "C", "C", "H", "H", "H", "H", "Cl", "C", "C", "C", "C", "C", "C", "C", "O", "O", "H", "H", "H", "H"], "coordinates": [[-1.926, -0.838, -0.806], [-1.721, -1.336, 0.503], [-1.777, -0.240, 1.401], [-1.546, -2.365, 0.771], [-1.973, 0.932, 0.646], [-2.046, 0.568, -0.722], [-2.160, 1.245, -1.552], [-1.936, -1.422, -1.710], [-1.636, -0.291, 2.467], [-2.008, 1.937, 1.033], [0.000, 0.000, 0.000], [1.142, -0.832, -1.760], [2.771, 0.676, -4.909], [1.681, 1.459, -5.338], [0.698, 0.591, -5.855], [1.610, 2.540, -5.281], [1.181, -0.728, -5.745], [2.462, -0.676, -5.161], [3.099, -1.527, -4.943], [3.687, 1.048, -4.463], [-0.262, 0.886, -6.265], [0.658, -1.627, -6.056], [1.519, -0.271, 8.488], [1.379, -0.588, 6.768], [1.463, -1.897, 6.279], [1.339, -2.151, 4.906], [1.128, -1.094, 4.006], [1.051, 0.223, 4.516], [1.175, 0.472, 5.883], [0.942, -1.322, 2.551], [0.941, -2.526, 2.025], [0.610, -0.276, 1.834], [1.618, -2.718, 6.967], [1.395, -3.171, 4.550], [0.882, 1.070, 3.860], [1.105, 1.487, 6.253]], "forces_ev_per_a": [[-0.961, 0.096, 0.133], [-1.233, -0.080, 0.205], [-1.620, -0.361, 0.064], [0.106, 0.015, 0.013], [-0.172, 0.121, 0.311], [-0.754, -0.184, -0.435], [0.004, -0.001, -0.074], [0.161, 0.030, -0.068], [-0.057, 0.035, -0.030], [-0.060, 0.136, 0.064], [1.157, 0.588, 0.074], [1.508, -0.543, -1.537], [0.036, -0.056, -0.175], [0.054, 0.012, -0.054], [-0.003, -0.004, -0.063], [-0.019, -0.007, 0.040], [0.112, 0.021, -0.093], [0.051, 0.093, -0.213], [-0.066, 0.034, 0.074], [-0.059, -0.021, 0.053], [-0.019, -0.003, 0.039], [-0.014, 0.014, 0.062], [-0.003, -0.082, -0.205], [-0.058, -0.309, -0.833], [-0.052, 0.367, -0.147], [-0.045, 0.757, 0.368], [0.202, 0.506, 0.967], [0.098, -0.614, 0.384], [0.026, -0.293, 0.011], [-1.440, -2.582, -4.646], [0.411, 3.878, 2.729], [2.696, -1.304, 3.276], [0.004, 0.015, 0.039], [-0.022, 0.104, -0.210], [0.016, -0.313, -0.174], [0.018, -0.065, 0.050]], "nbo_charge": [-0.337, -0.397, -0.317, 0.237, -0.419, -0.403, 0.227, 0.237, 0.214, 0.208, 1.242, -0.605, -0.361, -0.372, -0.374, 0.163, -0.365, -0.354, 0.172, 0.168, 0.163, 0.166, -0.046, -0.041, -0.252, -0.159, -0.121, -0.162, -0.243, 0.744, -0.693, -0.834, 0.212, 0.243, 0.245, 0.213]}


(3)
{"formula": "C17H14Cl2NO3SZn", "method": "ωB97M-V with the def2-TZVPD basis set", "orbital_gap_ev": 4.3, "e_above_lowest_kcal_mol": 0.0, "e_homo_ev": -2.4, "total_charge": -1, "molar_mass_g_mol": 448.666, "largest_force_ev_per_a": 2.9, "species": ["C", "C", "C", "C", "C", "S", "N", "C", "O", "O", "O", "C", "C", "H", "H", "H", "H", "H", "H", "H", "Cl", "Zn", "Cl", "C", "C", "C", "C", "C", "C", "C", "C", "C", "H", "H", "H", "H", "H", "H", "H"], "coordinates": [[5.673, -1.085, 0.414], [4.383, -1.548, -0.191], [4.158, -1.388, -1.562], [2.967, -1.815, -2.148], [1.981, -2.382, -1.338], [0.429, -2.908, -2.063], [-0.646, -1.423, -1.720], [-1.796, -1.370, -2.121], [-2.911, -1.308, -2.523], [0.542, -2.978, -3.493], [-0.145, -3.969, -1.281], [2.200, -2.589, 0.024], [3.395, -2.156, 0.591], [5.681, -1.295, 1.486], [6.520, -1.597, -0.055], [5.820, -0.010, 0.265], [4.926, -0.921, -2.181], [2.791, -1.710, -3.216], [1.435, -3.078, 0.624], [3.566, -2.292, 1.659], [-2.365, 6.073, -1.482], [-4.114, 5.498, -0.430], [-5.518, 4.432, 0.744], [-1.773, 2.821, 0.028], [-2.334, 2.181, -1.107], [-2.972, 0.991, -0.669], [-2.770, 0.853, 0.742], [-2.056, 2.039, 1.189], [-1.830, 2.254, 2.549], [-2.161, 1.243, 3.456], [-2.767, 0.049, 3.015], [-3.103, -0.137, 1.669], [-1.326, 3.813, 0.062], [-2.323, 2.581, -2.119], [-3.603, 0.323, -1.243], [-1.382, 3.202, 2.848], [-1.946, 1.372, 4.518], [-3.007, -0.733, 3.739], [-3.619, -1.032, 1.321]], "forces_ev_per_a": [[0.139, 0.035, 0.091], [-0.389, -0.094, -0.181], [-0.267, -0.180, -0.096], [-0.141, 0.123, 0.080], [-0.049, -0.112, -0.027], [-2.009, 1.975, 0.485], [1.851, -1.703, -0.197], [-2.196, -0.198, -0.972], [2.527, -0.467, 0.615], [0.261, -0.172, 0.612], [0.593, 0.348, -0.455], [-0.177, 0.112, -0.110], [0.004, -0.044, -0.185], [0.120, 0.073, -0.103], [-0.082, 0.057, 0.118], [-0.061, -0.153, 0.050], [-0.192, -0.138, 0.125], [0.023, 0.040, 0.258], [0.135, 0.181, -0.107], [-0.068, 0.015, -0.266], [-0.391, 0.424, -0.041], [0.595, -1.149, 0.252], [-0.029, 0.517, -0.234], [-0.357, 0.428, 0.063], [-0.402, -0.235, 1.190], [0.072, 0.008, 0.096], [0.217, 0.877, -0.612], [-0.221, -0.083, -0.969], [0.059, -0.625, 0.353], [0.220, 0.569, -0.177], [-0.345, -0.303, -0.543], [0.124, 0.031, 0.681], [0.140, -0.286, -0.145], [0.004, -0.157, 0.166], [0.229, 0.288, 0.031], [0.018, -0.223, 0.234], [-0.081, -0.005, -0.183], [0.045, 0.188, -0.128], [0.082, 0.042, 0.230]], "nbo_charge": [-0.653, 0.111, -0.252, -0.149, -0.349, 2.263, -0.789, 0.898, -0.499, -0.901, -0.894, -0.140, -0.249, 0.216, 0.219, 0.226, 0.213, 0.243, 0.249, 0.217, -0.729, 1.437, -0.715, -0.402, -0.278, -0.425, -0.019, -0.124, -0.219, -0.288, -0.293, -0.235, 0.185, 0.190, 0.200, 0.185, 0.182, 0.183, 0.184]}


(4)
{"formula": "C17H14ClN5OS2", "method": "ωB97M-V with the def2-TZVPD basis set", "orbital_gap_ev": 8.1, "e_above_lowest_kcal_mol": 0.0, "e_homo_ev": -7.9, "total_charge": 0, "smiles": "CC1=Nn2c(nnc2-c2sc(NC(=O)CCl)cc2-c2ccccc2)SC1", "molar_mass_g_mol": 403.920, "largest_force_ev_per_a": 2.8, "species": ["O", "Cl", "N", "N", "N", "S", "S", "C", "C", "C", "C", "C", "C", "C", "C", "C", "C", "C", "C", "C", "C", "N", "N", "C", "C", "C", "H", "H", "H", "H", "H", "H", "H", "H", "H", "H", "H", "H", "H", "H"], "coordinates": [[3.674, 1.518, -2.622], [4.279, -1.629, -4.855], [-1.085, 0.722, 3.672], [-0.307, -0.072, 2.840], [-1.122, 2.586, 0.674], [1.487, 0.941, -0.484], [-2.560, 3.035, 3.371], [3.633, 0.387, -3.060], [-1.471, 1.737, 2.974], [-0.266, 0.485, 1.643], [-1.602, 3.801, 0.820], [1.217, -1.565, -1.132], [0.395, -0.090, 0.476], [0.350, -1.403, 0.008], [1.900, -0.437, -1.482], [-2.103, -4.668, 1.472], [-2.615, -3.380, 1.376], [-0.764, -4.892, 1.113], [-1.817, -2.352, 0.898], [0.045, -3.840, 0.647], [-0.483, -2.524, 0.499], [2.786, -0.590, -2.547], [-0.933, 1.693, 1.731], [-1.749, 4.670, -0.442], [4.541, 0.015, -4.233], [-2.055, 4.338, 2.160], [1.353, -2.561, -1.560], [-2.728, -5.492, 1.828], [-3.631, -3.153, 1.615], [-0.352, -5.890, 1.217], [-2.289, -1.408, 0.802], [1.066, -4.047, 0.339], [2.797, -1.482, -3.043], [-2.025, 5.691, -0.167], [-2.520, 4.244, -1.109], [-0.830, 4.763, -1.022], [5.609, 0.167, -3.968], [4.337, 0.739, -5.004], [-2.916, 5.001, 2.011], [-1.248, 4.942, 2.544]], "forces_ev_per_a": [[-0.017, -0.155, -0.007], [0.215, -0.004, -0.181], [-0.002, -0.453, 0.120], [-0.295, 0.223, -0.660], [-0.281, 1.582, -0.554], [-0.126, -1.410, -0.278], [-0.354, 0.554, 0.121], [-0.673, -0.456, 0.784], [0.500, 0.729, -0.338], [0.125, -0.159, 1.266], [0.555, -2.791, 0.050], [-0.591, -0.193, 1.393], [0.280, -0.195, -0.828], [0.327, 1.167, -0.361], [-0.428, -1.029, 0.107], [0.422, -0.052, 0.027], [0.770, -0.340, -0.393], [-0.137, 0.635, -0.036], [0.442, -0.333, -0.193], [-0.833, 0.435, -0.257], [-0.191, -1.192, 0.971], [1.505, 1.480, -1.286], [-0.548, 1.040, -1.414], [-0.141, -0.342, 0.461], [0.344, 0.164, 0.581], [-0.019, -0.532, -0.419], [0.030, 0.527, -0.183], [0.272, 0.283, -0.127], [-0.450, -0.042, 0.212], [0.050, 0.099, -0.084], [-0.135, 0.946, -0.100], [-0.045, 0.046, 0.187], [-0.178, 0.414, 0.506], [-0.175, -0.165, 0.048], [0.283, 0.203, 0.384], [0.084, -0.373, 0.192], [-0.768, -0.356, 0.097], [-0.211, 0.065, -0.419], [0.075, -0.285, 0.201], [0.321, 0.263, 0.407]], "nbo_charge": [-0.591, -0.048, -0.284, -0.254, -0.250, 0.485, 0.293, 0.662, 0.147, 0.296, 0.288, -0.287, -0.240, -0.014, -0.006, -0.209, -0.226, -0.202, -0.119, -0.199, -0.067, -0.615, -0.234, -0.657, -0.471, -0.591, 0.221, 0.215, 0.213, 0.212, 0.198, 0.211, 0.425, 0.218, 0.246, 0.247, 0.252, 0.246, 0.249, 0.239]}